(1)
Entry from the OMol25 dataset: a single C7H10O molecule (ωB97M-V/def2-TZVPD).

* multiplicity: 1
* SMILES: C1=CC2(CCC2)CO1
* highest occupied orbital energy: -0.309 hartree
* frontier orbital gap: 0.3457 Ha
* E_tot: -347.847380 Ha
* total charge: 0

Geometry (Å):
1 C -1.842 0.466 0.019
2 C -1.061 -0.370 -1.042
3 C 0.154 -0.106 0.004
4 C -0.969 -0.121 1.109
5 C 1.235 -1.175 0.081
6 C 2.212 0.912 -0.009
7 C 0.905 1.206 -0.210
8 H -1.869 1.528 -0.050
9 H -2.913 0.023 -0.098
10 H -0.971 0.056 -2.077
11 H -1.394 -1.445 -1.159
12 H -0.734 0.524 1.977
13 H -1.128 -1.281 1.262
14 H 1.133 -1.926 -0.752
15 H 1.116 -1.513 1.128
16 H 3.053 1.492 0.271
17 H 0.466 2.171 -0.366
18 O 2.607 -0.442 -0.088

(2)
Entry from the OMol25 dataset: a molecular structure, H6O19S4Zn (ωB97M-V/def2-TZVPD).

* multiplicity: 2
* highest occupied orbital energy (alpha / beta): 0.248 / 0.268 hartree
* frontier orbital gap (alpha / beta): 0.1566 / 0.1362 Ha
* expectation value of S²: 0.76
* E_tot: -4804.675487 Ha
* total charge: -5

Geometry (Å):
1 Zn -4.907 -4.693 -17.370
2 S -7.198 -3.503 -17.895
3 O -8.061 -3.583 -19.055
4 O -7.777 -2.585 -16.941
5 O -7.032 -4.760 -17.252
6 O -5.770 -3.190 -18.189
7 S -2.306 -3.930 -18.990
8 O -3.103 -4.448 -17.888
9 O -2.313 -2.461 -18.958
10 O -0.951 -4.475 -18.886
11 O -2.817 -4.333 -20.295
12 S -5.580 -5.910 -20.214
13 O -6.493 -7.048 -20.371
14 O -6.262 -4.710 -20.572
15 O -5.131 -5.799 -18.849
16 O -4.394 -6.161 -21.025
17 S -5.375 -3.451 -14.358
18 O -4.597 -2.421 -13.764
19 O -6.742 -2.964 -14.510
20 O -4.827 -3.761 -15.679
21 O -5.319 -4.659 -13.595
22 O -4.956 -6.344 -16.192
23 H -5.226 -6.400 -15.275
24 H -4.008 -6.480 -16.172
25 O -2.086 -2.460 -16.271
26 H -2.804 -3.087 -16.186
27 H -2.122 -2.175 -17.184
28 O -1.918 -6.299 -16.154
29 H -1.138 -6.585 -16.629
30 H -2.306 -5.626 -16.713

(3)
Entry from the OMol25 dataset: 17 unconnected molecules or ions with the total composition C66H132Br2O32S16 (ωB97M-V/def2-TZVPD).

* multiplicity: 1
* highest occupied orbital energy: -0.352 hartree
* frontier orbital gap: 0.3433 Ha
* E_tot: -16520.360603 Ha
* total charge: 0

Geometry (Å):
1 C -1.790 -6.469 -3.318
2 C -2.605 -7.130 -2.265
3 C -3.811 -6.270 -1.939
4 S -3.171 -4.522 -2.040
5 O -3.052 -3.997 -0.668
6 O -3.879 -3.763 -3.081
7 C -1.569 -5.062 -2.725
8 H -2.342 -6.333 -4.248
9 H -0.870 -7.026 -3.497
10 H -2.003 -7.459 -1.419
11 H -2.844 -8.133 -2.619
12 H -4.302 -6.426 -0.978
13 H -4.517 -6.250 -2.769
14 H -0.893 -5.167 -1.876
15 H -1.179 -4.231 -3.313
16 C -1.791 2.976 1.653
17 C -1.520 2.372 3.052
18 C -0.190 2.952 3.558
19 S -0.205 4.789 3.079
20 O 1.054 5.285 2.538
21 O -0.907 5.482 4.155
22 C -1.444 4.494 1.732
23 H -2.789 2.684 1.329
24 H -1.121 2.550 0.906
25 H -1.370 1.294 2.987
26 H -2.346 2.611 3.721
27 H 0.687 2.631 2.996
28 H 0.050 2.897 4.619
29 H -0.989 4.797 0.789
30 H -2.358 5.087 1.766
31 C 1.636 -6.980 1.991
32 C 1.014 -5.955 1.023
33 C 0.007 -5.049 1.768
34 S -0.809 -6.309 3.004
35 O -2.090 -6.825 2.511
36 O -0.740 -5.746 4.308
37 C 0.455 -7.597 2.717
38 H 2.350 -6.429 2.604
39 H 2.337 -7.616 1.451
40 H 0.316 -6.428 0.332
41 H 1.708 -5.402 0.390
42 H -0.757 -4.493 1.224
43 H 0.576 -4.276 2.285
44 H 0.056 -8.276 1.963
45 H 0.544 -8.194 3.625
46 C 7.391 -1.458 -1.155
47 C 6.518 -1.130 -2.348
48 C 6.982 -2.016 -3.568
49 S 8.342 -3.164 -3.065
50 O 9.455 -3.210 -3.963
51 O 7.750 -4.402 -2.619
52 C 8.734 -2.012 -1.594
53 H 6.850 -2.149 -0.508
54 H 7.473 -0.583 -0.510
55 H 6.529 -0.081 -2.645
56 H 5.471 -1.324 -2.116
57 H 7.314 -1.435 -4.429
58 H 6.255 -2.699 -4.006
59 H 9.234 -1.116 -1.961
60 H 9.293 -2.584 -0.853
61 C -0.490 -0.935 6.994
62 C 0.923 -0.371 6.539
63 C 0.832 -0.308 4.972
64 S 0.051 -1.951 4.598
65 O 1.064 -2.923 4.232
66 O -1.114 -1.677 3.739
67 C -0.503 -2.275 6.374
68 H -1.269 -0.306 6.563
69 H -0.525 -0.978 8.083
70 H 1.728 -0.951 6.990
71 H 1.113 0.626 6.936
72 H 1.629 -0.004 4.294
73 H 0.063 0.433 4.753
74 H 0.190 -3.027 6.751
75 H -1.393 -2.903 6.343
76 C 4.172 -0.703 1.632
77 C 3.912 -2.013 2.363
78 C 4.937 -2.118 3.417
79 S 5.183 -0.484 4.169
80 O 6.616 -0.204 4.149
81 O 4.328 -0.420 5.379
82 C 4.309 0.304 2.739
83 H 3.389 -0.467 0.911
84 H 5.103 -0.721 1.067
85 H 4.037 -2.863 1.692
86 H 2.961 -2.104 2.887
87 H 5.893 -2.426 2.993
88 H 4.868 -2.851 4.220
89 H 4.686 1.320 2.619
90 H 3.302 0.444 3.134
91 C -1.230 0.241 -1.297
92 C -1.765 -1.143 -0.754
93 C -1.398 -1.137 0.716
94 S 0.395 -0.670 0.703
95 O 1.182 -1.836 0.341
96 O 0.627 0.095 1.923
97 C 0.179 0.369 -0.783
98 H -1.932 1.035 -1.043
99 H -1.154 0.263 -2.384
100 H -1.386 -2.066 -1.192
101 H -2.853 -1.159 -0.802
102 H -1.488 -2.107 1.205
103 H -1.992 -0.335 1.153
104 H 0.940 0.077 -1.507
105 H 0.363 1.403 -0.491
106 C 2.401 -3.643 -2.174
107 C 2.744 -2.646 -3.325
108 C 2.618 -3.539 -4.565
109 S 3.562 -5.139 -4.053
110 O 4.908 -5.213 -4.543
111 O 2.708 -6.318 -4.343
112 C 3.521 -4.680 -2.267
113 H 1.361 -3.946 -2.292
114 H 2.334 -3.105 -1.228
115 H 3.751 -2.261 -3.166
116 H 2.043 -1.815 -3.402
117 H 3.069 -3.131 -5.470
118 H 1.627 -3.943 -4.769
119 H 4.499 -4.277 -2.002
120 H 3.350 -5.546 -1.628
121 C -3.431 4.123 -2.911
122 C -4.411 3.205 -3.727
123 C -5.639 2.995 -2.847
124 S -5.088 2.872 -1.075
125 O -4.660 1.479 -0.996
126 O -6.167 3.463 -0.273
127 C -3.568 4.002 -1.361
128 H -3.649 5.151 -3.202
129 H -2.385 3.994 -3.190
130 H -4.030 2.267 -4.131
131 H -4.808 3.765 -4.574
132 H -6.381 2.255 -3.149
133 H -6.247 3.898 -2.896
134 H -2.761 3.866 -0.640
135 H -4.007 4.968 -1.109
136 C -7.288 -3.338 -2.692
137 C -6.481 -2.418 -1.679
138 C -5.848 -1.231 -2.396
139 S -6.620 -1.090 -4.104
140 O -5.799 -1.622 -5.199
141 O -7.307 0.232 -4.328
142 C -7.949 -2.399 -3.714
143 H -8.138 -3.809 -2.199
144 H -6.710 -4.115 -3.193
145 H -5.766 -2.955 -1.056
146 H -7.304 -2.059 -1.061
147 H -4.764 -1.312 -2.476
148 H -6.029 -0.253 -1.952
149 H -8.381 -2.684 -4.673
150 H -8.677 -1.894 -3.079
151 C -6.150 -1.663 2.601
152 C -4.588 -1.647 2.366
153 C -4.022 -3.070 2.706
154 S -5.041 -3.481 4.259
155 O -4.336 -3.053 5.483
156 O -5.690 -4.777 4.108
157 C -6.318 -2.193 3.971
158 H -6.642 -2.421 1.991
159 H -6.420 -0.636 2.359
160 H -4.171 -0.887 3.027
161 H -4.281 -1.447 1.339
162 H -2.980 -3.264 2.958
163 H -4.317 -3.755 1.911
164 H -6.023 -1.441 4.702
165 H -7.277 -2.607 4.283
166 C 0.806 8.486 -0.751
167 C 1.124 6.947 -0.928
168 C -0.057 6.373 -1.661
169 S -1.520 7.441 -1.324
170 O -2.570 6.709 -0.569
171 O -1.916 8.055 -2.620
172 C -0.628 8.698 -0.256
173 H 0.852 8.960 -1.732
174 H 1.528 9.030 -0.142
175 H 1.280 6.380 -0.010
176 H 2.020 6.920 -1.548
177 H -0.272 5.307 -1.735
178 H 0.109 6.552 -2.723
179 H -0.554 8.317 0.763
180 H -1.101 9.648 -0.504
181 C 4.850 4.586 7.273
182 C 5.131 3.151 7.649
183 C 3.780 2.431 7.435
184 S 3.096 3.172 5.847
185 O 1.755 3.832 6.083
186 O 3.218 2.245 4.693
187 C 4.341 4.533 5.834
188 H 5.812 5.098 7.298
189 H 4.115 5.126 7.870
190 H 5.403 3.055 8.700
191 H 5.871 2.738 6.964
192 H 3.165 2.846 8.233
193 H 3.665 1.348 7.397
194 H 3.882 5.451 5.468
195 H 5.047 4.196 5.074
196 C 5.423 3.490 0.987
197 C 3.942 3.834 1.389
198 C 3.183 3.914 0.117
199 S 3.805 2.713 -1.028
200 O 4.224 3.275 -2.313
201 O 3.062 1.469 -0.900
202 C 5.380 2.432 -0.110
203 H 5.981 3.211 1.880
204 H 5.839 4.467 0.742
205 H 4.029 4.804 1.878
206 H 3.461 3.106 2.041
207 H 3.418 4.915 -0.242
208 H 2.102 3.811 0.217
209 H 6.164 2.463 -0.867
210 H 5.401 1.434 0.327
211 C 2.698 2.399 -5.408
212 C 2.562 3.934 -5.157
213 C 1.066 4.223 -4.899
214 S 0.465 2.812 -3.973
215 O -0.757 2.295 -4.607
216 O 0.511 3.090 -2.526
217 C 1.874 1.696 -4.339
218 H 3.759 2.182 -5.291
219 H 2.400 2.123 -6.420
220 H 2.931 4.463 -6.036
221 H 3.091 4.270 -4.265
222 H 0.511 3.995 -5.809
223 H 0.680 5.197 -4.599
224 H 1.369 0.779 -4.643
225 H 2.406 1.471 -3.414
226 C -2.464 0.087 -6.282
227 C -1.011 -0.012 -6.835
228 C -0.672 -1.439 -6.884
229 S -1.250 -2.158 -5.205
230 O -0.247 -2.152 -4.159
231 O -1.898 -3.412 -5.595
232 C -2.521 -0.787 -5.043
233 H -3.153 -0.294 -7.035
234 H -2.789 1.043 -5.870
235 H -0.356 0.472 -6.111
236 H -0.852 0.575 -7.740
237 H 0.371 -1.714 -7.040
238 H -1.249 -1.960 -7.648
239 H -2.112 -0.161 -4.250
240 H -3.394 -1.348 -4.709
241 Br -8.209 1.943 2.723
242 C -6.524 2.535 3.699
243 C -5.996 3.825 3.131
244 Br -4.407 4.464 4.216
245 H -5.767 1.764 3.558
246 H -6.789 2.678 4.747
247 H -6.741 4.618 3.191
248 H -5.740 3.830 2.072

(4)
Entry from the OMol25 dataset: a molecular structure, C21H16N5OSV (ωB97M-V/def2-TZVPD).

* multiplicity: 2
* highest occupied orbital energy (alpha / beta): -0.666 / -0.666 hartree
* frontier orbital gap (alpha / beta): 0.2420 / 0.2661 Ha
* expectation value of S²: 0.78
* E_tot: -2500.145749 Ha
* total charge: +3

Geometry (Å):
1 V -0.154 0.294 -0.244
2 C -0.657 -3.748 1.178
3 C 0.569 -4.320 0.881
4 C 1.578 -3.531 0.330
5 C 1.327 -2.200 0.086
6 N 0.119 -1.644 0.378
7 C -0.847 -2.404 0.909
8 C 2.332 -1.222 -0.389
9 C 3.619 -1.468 -0.837
10 C 4.418 -0.374 -1.152
11 C 3.945 0.927 -1.008
12 C 2.645 1.100 -0.568
13 N 1.887 0.032 -0.291
14 C 1.935 2.359 -0.287
15 C 2.524 3.606 -0.293
16 C 1.776 4.709 0.108
17 C 0.466 4.525 0.518
18 C -0.069 3.252 0.485
19 N 0.635 2.185 0.076
20 H -1.460 -4.325 1.615
21 H 0.752 -5.367 1.083
22 H 2.547 -3.957 0.113
23 H -1.787 -1.910 1.115
24 H 4.002 -2.473 -0.936
25 H 5.429 -0.536 -1.503
26 H 4.584 1.768 -1.235
27 H 3.558 3.723 -0.583
28 H 2.225 5.694 0.116
29 H -0.139 5.351 0.865
30 H -1.085 3.066 0.800
31 O -1.795 0.612 0.646
32 N -2.935 1.330 0.587
33 C -3.692 1.360 1.700
34 C -4.884 2.048 1.688
35 C -5.288 2.697 0.528
36 C -4.480 2.645 -0.602
37 C -3.294 1.948 -0.554
38 H -3.291 0.822 2.547
39 H -5.486 2.066 2.585
40 H -6.225 3.237 0.504
41 H -4.765 3.137 -1.521
42 H -2.608 1.846 -1.383
43 S -1.207 -0.539 -4.547
44 C -0.828 -0.195 -3.111
45 N -0.522 0.086 -1.949